Density functional theory data (ωB97M-V with the def2-TZVPD basis set) for C47H47CrN5OSSb2 as an isolated structure in a non-equilibrium geometry.

Structure (ORCA input):
```
! RIJCOSX wB97M-V def2-TZVPD def2/J DEFGRID3
* xyz 2 5
C -4.798 -3.781 1.506
S 1.545 -0.771 -0.315
C 5.899 3.211 -0.790
C -0.256 -1.117 3.461
C 5.401 0.929 -0.156
H 5.235 -0.467 -5.282
C -0.006 3.891 0.833
Sb -1.899 -0.597 2.266
H -4.314 3.623 5.724
H -2.461 -0.522 -5.791
C -3.430 0.265 -2.216
H -4.775 0.623 2.720
C 3.592 2.678 -0.134
H 0.116 -3.233 1.907
H -4.853 -0.158 -5.238
C 0.980 -0.521 3.236
Cr -0.872 -0.220 -0.155
C 3.733 0.866 -4.470
C 7.218 2.858 -1.015
C -0.259 2.951 -1.369
C -4.096 -0.096 -4.468
C 7.630 1.547 -0.805
C 2.047 -0.822 4.072
H -5.484 0.336 -2.873
H 1.123 0.158 2.406
C -0.542 -4.531 0.306
N 2.530 1.719 -0.272
C -0.026 4.048 -0.545
H -2.882 -2.589 -3.014
C -4.126 1.196 3.375
H 2.685 -0.438 -2.639
N -2.138 0.063 -2.515
C -2.521 2.591 5.165
O 3.285 3.775 0.244
C -3.380 -2.083 2.448
H 4.710 0.184 0.214
H 3.012 -0.362 3.902
C -1.518 -3.419 -1.595
C -0.286 3.056 -2.861
H -1.436 -3.314 -3.728
C -2.760 0.931 3.438
C 4.964 -0.020 -4.328
C 3.327 1.515 -3.158
C -5.397 -3.968 2.743
H 5.563 4.229 -0.930
H -0.351 2.067 -3.311
H 2.887 0.300 -4.875
H 0.195 4.746 1.465
N -0.446 1.761 -0.794
H -3.711 -1.652 4.539
H -0.247 -5.447 0.802
H 7.062 -0.423 -0.174
C -4.680 2.169 4.194
H 0.162 5.015 -0.990
C -2.765 -0.298 -4.777
H 0.608 3.565 -3.222
C -0.431 -2.013 4.511
C 2.372 0.591 -1.007
C 1.877 -1.714 5.120
C -0.474 1.601 0.519
H -0.265 2.508 2.474
C -4.449 0.183 -3.151
C -0.244 2.640 1.403
C -3.878 2.870 5.082
H 5.817 0.561 -3.972
C 0.643 -2.310 5.339
H -0.235 -1.427 -4.605
H 1.861 1.811 0.488
H -6.183 -4.702 2.859
H 8.663 1.275 -0.972
H 0.075 0.295 -4.674
H 0.207 -0.563 -3.118
H -2.712 -4.352 -3.105
C -3.788 -2.842 1.356
H -1.144 3.643 -3.189
C -1.801 -0.227 -3.768
H -5.467 -3.346 4.796
H -3.327 -2.713 0.383
N -1.273 -2.246 -0.987
C -4.995 -3.207 3.833
C -0.352 -0.495 -4.052
H 2.709 -1.948 5.770
C -1.143 -4.588 -0.945
H -1.328 -5.541 -1.422
N 2.832 0.479 -2.237
C -3.993 -2.260 3.686
H 7.929 3.604 -1.342
H 2.526 2.245 -3.296
H -0.907 1.387 4.448
C -0.333 -3.307 0.928
H 4.808 -0.837 -3.620
H -1.387 -2.493 4.686
H 4.185 2.019 -2.727
H -5.742 2.370 4.148
Sb -3.711 0.795 -0.179
H -5.117 -4.369 0.655
H 3.928 1.666 -5.185
C -1.961 1.621 4.347
H -1.901 3.119 5.877
C -0.742 -2.198 0.209
C -2.180 -3.418 -2.936
C 4.986 2.240 -0.381
C 6.728 0.587 -0.365
H 0.515 -3.009 6.154
*
```

**Energy above the lowest of the compared OMol25 structures with the same formula, charge and spin**: 1.6 kcal per mole
**LUMO level (spin up / spin down)**: -0.2309 / -0.2634 Ha
**HOMO energy (spin up / spin down)**: -12.96 / -13.19 eV
**⟨S²⟩**: 6.2261



Density functional theory data (ωB97M-V with the def2-TZVPD basis set) for C4H7NO2S in the gas phase in a non-equilibrium geometry.

Structure (ORCA input):
```
! RIJCOSX wB97M-V def2-TZVPD def2/J DEFGRID3
* xyz 0 1
S 2.048 -0.039 0.001
N 1.346 -1.417 0.509
C 0.579 0.888 -0.173
H 1.357 2.809 0.031
H 0.000 -2.169 -0.940
C -0.527 -0.145 -0.416
C 0.002 -1.520 -0.008
H -0.591 -1.840 0.696
C 0.397 2.120 0.056
O 2.502 -0.273 -1.348
O 3.015 0.431 0.942
H -1.446 0.217 0.079
H -0.532 2.586 -0.123
H 1.402 -1.600 1.573
H -0.900 -0.023 -1.530
*
```

**Energy above the lowest of the compared OMol25 structures with the same formula, charge and spin**: 77.6 kcal per mole
**LUMO level**: 0.0212 Ha
**HOMO energy**: -10.29 eV



Density functional theory data (ωB97M-V with the def2-TZVPD basis set) for C2H5FFeO2 as an isolated structure.

Structure (ORCA input):
```
! RIJCOSX wB97M-V def2-TZVPD def2/J DEFGRID3
* xyz 0 5
H -1.319 0.186 -1.597
H -0.678 1.442 -0.440
H -1.730 0.437 1.257
H -1.036 -1.096 1.883
H -0.038 0.386 1.848
O -0.372 -0.547 0.034
O 0.708 0.525 -1.642
C -0.817 -0.181 1.317
Fe 2.098 -0.486 -1.102
F 3.648 -1.150 -0.600
C -0.465 0.483 -0.959
*
```

**LUMO level (spin up / spin down)**: 0.0238 / -0.0375 Ha
**HOMO energy (spin up / spin down)**: -9.79 / -10.03 eV
**⟨S²⟩**: 6.0105



Density functional theory data (ωB97M-V with the def2-TZVPD basis set) for C5H8O2 as an isolated structure in a non-equilibrium geometry.

Structure (ORCA input):
```
! RIJCOSX wB97M-V def2-TZVPD def2/J DEFGRID3
* xyz 0 1
H 1.624 -0.876 -0.429
H 2.556 0.622 -0.308
C 0.478 0.855 0.100
O -0.381 -1.669 -1.368
H 1.970 -0.182 1.175
C -1.376 0.125 -0.010
O -2.100 1.121 -0.095
C -0.840 -0.455 1.162
C 1.735 0.053 0.140
H -0.258 -1.375 1.133
H 0.264 1.212 -0.932
H -1.412 -0.304 2.090
C -1.064 -0.678 -1.278
H -1.584 -0.182 -2.113
H 0.390 1.733 0.730
*
```

**Energy above the lowest of the compared OMol25 structures with the same formula, charge and spin**: 88.8 kcal per mole
**LUMO level**: -0.0072 Ha
**HOMO energy**: -9.18 eV



Density functional theory data (ωB97M-V with the def2-TZVPD basis set) for F2H2O4Si in the gas phase in a non-equilibrium geometry.

Structure (ORCA input):
```
! RIJCOSX wB97M-V def2-TZVPD def2/J DEFGRID3
* xyz 0 3
O -1.798 0.253 -0.064
F 1.105 -1.160 -2.905
Si -0.502 -0.089 0.809
F -0.568 -1.486 1.538
H -1.629 0.439 -0.923
O 1.762 -0.392 -1.796
H 0.570 1.253 2.562
O 0.939 0.056 -0.857
O 0.119 1.126 1.637
*
```

**Energy above the lowest of the compared OMol25 structures with the same formula, charge and spin**: 19.0 kcal per mole
**LUMO level (spin up / spin down)**: -0.0266 / -0.0406 Ha
**HOMO energy (spin up / spin down)**: -7.23 / -10.46 eV
**⟨S²⟩**: 2.0115



Density functional theory data (ωB97M-V with the def2-TZVPD basis set) for C5H14N2 in the gas phase.

Structure (ORCA input):
```
! RIJCOSX wB97M-V def2-TZVPD def2/J DEFGRID3
* xyz 0 1
C 0.446 1.889 0.479
H -1.565 -1.481 -0.941
N 0.037 -0.535 0.118
N 0.900 2.981 -0.404
H -0.181 -3.331 0.395
C -0.463 -1.508 -0.840
H 1.088 -2.963 -0.777
H 0.022 0.928 -1.367
H -0.165 2.266 1.303
H 1.332 1.419 0.894
H -0.040 -0.066 2.156
H 1.547 3.568 0.113
H -0.323 -1.782 1.742
C -0.496 -0.755 1.453
H 0.117 3.597 -0.604
H -1.579 -0.576 1.484
H -0.479 -3.591 -1.312
C -0.287 0.822 -0.328
C 0.018 -2.936 -0.597
H -1.375 0.956 -0.294
H -0.062 -1.215 -1.812
*
```

**Energy above the lowest of the compared OMol25 structures with the same formula, charge and spin**: 20.3 kcal per mole
**LUMO level**: 0.0407 Ha
**HOMO energy**: -8.54 eV